<A>
Here is a molecular structure, C39H38AsBaCl4N11O4P2 from the OMol25 dataset. Energies are from wB97M-V/def2-TZVPD.

ORCA input file:
```
! wB97M-V def2-TZVPD RIJCOSX def2/J DEFGRID3
* xyz -2 1
H -0.14 1.06 -2.66
H 4.57 -0.55 0.17
Ba -1.71 0.02 0.68
H -6.25 4.14 1.64
H -1.19 2.48 4.73
H 0.33 2.73 5.64
C 4.29 3.25 0.78
C 1.31 4.14 3.33
C 1.84 -5.04 -1.18
H -0.76 -1.93 -6.01
H 4.17 0.33 -5.03
H -2.46 -1.71 -4.22
C 1.93 -1.30 -0.20
C 2.49 1.51 3.83
H 4.20 4.31 0.98
P 0.65 -2.55 -0.58
C 4.49 0.52 0.32
C -4.84 -1.12 -2.88
As 0.79 2.24 3.17
C 3.31 1.19 0.01
Cl -6.18 -1.46 -5.24
C 5.47 2.58 1.08
O -3.69 -0.96 -0.80
H 1.72 -3.52 1.86
H 1.59 -2.45 -5.45
N -3.09 0.21 3.17
H 1.98 -1.31 0.90
C 1.96 -4.26 1.10
C 2.54 -6.19 -0.83
C 2.08 0.81 -5.22
Cl -5.68 -2.53 -2.31
H 4.06 0.11 -2.57
N 0.28 -1.98 4.87
H 1.73 4.34 4.32
N -4.19 1.00 3.25
N -4.24 3.65 1.42
H 2.37 0.44 4.01
C 2.95 -6.37 0.49
C -3.18 0.64 -2.47
H 6.30 3.12 1.50
C -0.48 -2.09 -4.98
N 0.88 -1.45 2.87
H -5.25 4.41 3.09
O 0.61 1.17 -0.21
P 1.81 0.43 -0.68
C 3.16 0.35 -3.13
H 2.26 -2.75 -3.10
C -3.07 3.80 2.04
C -5.44 3.74 2.25
C 3.21 2.56 0.25
H 2.06 4.38 2.57
N -1.91 -1.07 4.86
C -4.33 0.43 -4.65
H 3.27 1.65 3.08
H 2.75 -6.94 -1.57
H 2.12 0.91 -6.30
H 2.87 -1.68 -0.60
N -3.82 0.28 5.25
H 6.47 0.68 1.10
N -4.61 1.04 4.47
C 0.26 -2.45 -2.33
N -0.37 -0.98 3.01
C 1.96 0.55 -2.47
C -3.93 -0.52 -1.99
C -5.03 -0.66 -4.19
H -1.92 -1.23 5.86
C 1.22 -2.55 -3.34
N 1.26 -2.04 3.96
O -2.30 1.17 -1.69
C 5.56 1.22 0.85
C -0.70 -1.33 4.25
C -1.43 -1.97 -3.98
H -5.70 2.76 2.65
C 1.56 -4.07 -0.23
C -2.90 -0.20 4.42
C 0.85 -2.38 -4.66
C 2.65 -5.41 1.45
H -5.15 2.89 -0.30
H -0.02 1.27 -5.11
C -1.06 -2.16 -2.65
N -2.06 3.99 2.56
C -4.31 2.64 0.35
C -3.42 1.07 -3.78
H -0.20 1.09 5.20
H -4.48 1.64 0.77
O -0.57 -2.42 0.26
Cl -2.50 2.44 -4.35
C 0.87 1.01 -4.56
C -0.17 2.13 4.88
H -1.81 -2.07 -1.87
C 3.23 0.48 -4.51
H 0.42 4.75 3.17
Cl -4.56 1.03 -6.27
H -3.40 2.65 -0.25
C 0.80 0.89 -3.18
H 2.80 2.00 4.76
H 2.96 -5.55 2.48
H 2.27 3.06 0.05
H 1.51 -4.90 -2.20
H 3.49 -7.27 0.76
*
```

---

<B>
Here is a molecular structure, C39H38AsBaCl4N11O4P2 from the OMol25 dataset. Energies are from wB97M-V/def2-TZVPD.

ORCA input file:
```
! wB97M-V def2-TZVPD RIJCOSX def2/J DEFGRID3
* xyz -2 1
C -0.01 -3.88 5.24
C 1.59 -1.51 -5.46
C 4.03 -1.65 -5.05
C 3.49 -2.69 0.88
P -0.01 -2.85 3.74
N 2.69 -2.20 -4.79
N 3.15 3.33 -1.13
O 1.02 -1.62 0.88
H 0.65 -2.02 -5.22
H -1.80 -6.09 7.09
N 3.23 4.08 1.12
H 4.27 -1.82 -6.10
C -1.05 -4.74 5.61
O -1.50 -1.41 -1.49
H -0.93 3.84 1.87
C 0.09 -5.27 7.66
H -3.21 -0.08 3.44
H 0.14 -5.81 8.60
H -3.71 0.61 1.88
C 1.12 -4.40 7.31
H -0.68 -5.55 2.69
H 4.75 -2.19 -4.43
C 0.19 -4.15 -0.69
H 3.38 -0.65 1.55
C -3.18 0.26 -1.36
H -1.01 -5.11 -2.16
C -0.30 -5.27 -1.36
P 1.72 -2.88 1.20
H 1.31 -7.72 0.33
N 2.26 -3.09 -2.51
C 1.00 -6.73 0.04
H 6.26 -4.17 -0.38
C -4.98 -1.55 -2.62
C -3.63 -1.91 -2.40
C 3.00 2.36 -2.10
C -4.53 0.56 -1.57
Cl -3.05 -3.46 -2.95
C 6.16 -2.16 0.37
C 1.10 -4.34 0.35
H 4.06 -0.59 -4.81
C -3.07 -2.95 1.11
N 2.29 0.79 -3.33
H -3.80 1.60 3.35
H 0.10 2.32 4.30
Cl -7.09 0.13 -2.43
H -0.83 0.91 4.88
C -2.11 -2.54 2.03
C -5.43 -0.33 -2.19
H 1.75 -1.57 -6.54
C 1.50 -5.62 0.72
H 1.96 -4.26 7.98
H 3.87 -4.63 0.03
C -1.37 -4.83 2.28
N 1.86 2.40 0.70
C -3.23 0.83 2.83
H 2.20 -5.77 1.53
H -0.14 -3.16 -0.99
H 1.52 -0.47 -5.14
C -0.88 1.85 4.32
H 3.98 3.88 -1.26
H -1.61 2.52 4.78
H -2.40 -6.27 1.09
C -2.34 -5.23 1.37
C -2.71 -1.07 -1.76
C -0.99 -5.43 6.81
H -3.92 -4.60 0.05
H 5.75 -0.19 1.12
H -2.24 3.16 0.87
N 2.59 3.72 2.24
Cl -6.05 -2.67 -3.42
Cl -5.08 2.12 -1.02
C 2.75 3.24 0.20
H 2.34 -2.65 3.50
N 2.01 1.47 -2.20
C 1.06 -3.71 6.11
H 1.85 -3.01 5.86
N 3.86 2.26 -3.11
C -3.19 -4.29 0.79
C 4.02 -1.43 1.17
C 4.29 -3.67 0.32
N 1.79 2.73 2.01
O -2.35 1.07 -0.81
C 5.63 -3.41 0.07
C 2.45 -2.66 -3.57
As -1.39 1.43 2.49
H 7.20 -1.95 0.16
H -1.99 -1.49 2.28
C -1.84 3.24 1.88
O -0.13 -1.41 4.07
H -0.29 -7.40 -1.53
N 3.37 1.27 -3.87
C 1.60 -3.26 2.98
H -1.91 -4.85 4.97
H -3.70 -2.22 0.62
C -1.27 -3.48 2.63
H -2.59 3.69 2.53
C 5.36 -1.17 0.92
Ba 0.06 0.38 -0.41
C 0.10 -6.54 -1.00
H 1.85 -4.31 3.14
*
```

---

The structure with the least stability is <B>.

---

<A>
Here is a molecular structure, C2H2Cl3NO from the OMol25 dataset. Energies are from wB97M-V/def2-TZVPD.

ORCA input file:
```
! wB97M-V def2-TZVPD RIJCOSX def2/J DEFGRID3
* xyz 0 1
Cl -0.05 -1.69 -1.33
H 0.23 0.99 -1.25
C 0.27 0.81 -0.25
N -1.45 0.69 0.60
Cl -0.36 -1.22 1.58
H 0.76 1.56 0.32
Cl 2.34 -1.11 0.37
C 0.62 -0.59 0.06
O -2.36 0.56 -0.11
*
```

---

<B>
Here is 2 unconnected molecules or ions with the total composition C2H2Cl3NO from the OMol25 dataset. Energies are from wB97M-V/def2-TZVPD.

ORCA input file:
```
! wB97M-V def2-TZVPD RIJCOSX def2/J DEFGRID3
* xyz 0 1
C 0.50 1.25 0.38
Cl 4.14 1.03 -0.79
H 0.71 0.79 1.39
N -0.12 0.67 -0.70
H 0.42 2.39 0.62
O 1.25 0.94 -0.71
Cl 3.08 0.14 1.71
C 3.37 -0.14 0.09
Cl 3.18 -1.72 -0.58
*
```

---

The structure with the least stability is <B>.

---

<A>
Here is 2 unconnected molecules or ions with the total composition C4H12S2 from the OMol25 dataset. Energies are from wB97M-V/def2-TZVPD.

ORCA input file:
```
! wB97M-V def2-TZVPD RIJCOSX def2/J DEFGRID3
* xyz 0 1
S -0.50 2.79 0.00
H 1.79 3.20 -0.76
C -0.99 -2.35 1.01
H 1.29 1.47 -0.48
C -0.58 -1.35 2.06
S 0.42 -3.38 0.35
H -1.44 -0.70 2.20
C 0.75 2.20 -2.42
H -1.37 -1.87 0.12
H -0.02 -3.47 -0.91
C 1.07 2.42 -0.95
H 0.23 -0.69 1.75
H -1.76 -2.99 1.43
H 1.67 1.93 -2.95
H 0.30 3.08 -2.87
H -0.32 -1.72 3.05
H 0.15 1.30 -2.56
H -0.86 4.04 -0.30
*
```

Its SMILES is CCS.CCS.

---

<B>
Here is 2 unconnected molecules or ions with the total composition C4H12S2 from the OMol25 dataset. Energies are from wB97M-V/def2-TZVPD.

ORCA input file:
```
! wB97M-V def2-TZVPD RIJCOSX def2/J DEFGRID3
* xyz 0 1
H -1.11 -0.34 -1.13
H 1.46 3.99 0.57
C -1.83 -1.15 -1.00
C -0.66 2.35 1.03
H 1.25 -2.13 -0.91
H 0.92 -3.73 -1.51
S 1.02 1.69 0.90
H -1.31 2.34 0.16
H -2.39 -1.40 -1.90
S -1.10 -2.77 -0.54
H -2.48 -0.86 -0.18
H 0.28 -2.32 -2.36
C 2.10 3.13 0.74
C 0.47 -2.74 -1.37
H -1.14 1.84 1.87
H 2.70 3.13 -0.17
H 2.72 3.25 1.60
H -0.76 3.37 1.43
*
```

Its SMILES is CSC.CSC.

---

The structure with the least stability is <B>.